1.
Entry from the OMol25 dataset: 40 unconnected molecules or ions with the total composition H80O40 (ωB97M-V/def2-TZVPD).

Structure (XYZ):
```
120
Properties=species:S:1:pos:R:3:lowdin_spin:R:1
H 4.47817 2.73975 3.34705 0.0000
H 3.51380 2.75677 4.57830 0.0000
O 3.91892 2.12080 3.76925 0.0001
H 3.79606 1.23882 -4.17383 0.0000
H 5.14585 1.81440 -3.79393 0.0000
O 4.29931 1.72555 -3.56536 0.0000
H -4.49962 0.96697 1.48251 0.0000
H -3.07936 0.60292 0.66106 0.0000
O -3.91093 0.38711 0.91241 0.0000
H -5.57995 -0.47938 -0.39683 0.0000
H -6.04828 -0.34256 -1.86700 0.0000
O -6.22389 -0.73023 -1.07136 0.0000
H 2.17610 2.24798 -5.66616 0.0000
H 2.38889 0.88781 -6.34851 0.0000
O 2.91522 1.75988 -6.09699 0.0001
H 0.93362 3.84827 1.15780 0.0000
O 1.09421 3.79768 0.11218 0.0000
H 2.70090 -0.96737 4.46741 0.0000
O 2.02650 -0.48400 4.04601 -0.0001
H 0.56204 -2.09088 5.01702 0.0001
H 0.63173 -3.47087 4.59470 -0.0002
O 0.07263 -2.69645 4.53799 0.0042
H 0.16486 5.19338 2.49412 0.0000
H 0.90160 5.20115 3.84881 0.0000
O 1.06621 5.10178 2.85430 0.0000
H 2.14626 -5.58676 0.52305 0.0005
H 1.56587 -5.23796 1.84251 0.0004
O 2.01867 -5.90036 1.43804 0.1125
H 4.34039 -4.68711 0.66147 -0.0003
H 4.85101 -3.47477 1.44201 -0.0006
O 4.89762 -3.88023 0.53800 0.0322
H -0.68408 1.52615 1.27544 0.0000
O -1.09558 1.54104 0.50757 0.0001
H -2.03077 -6.30028 0.79753 0.0001
H -0.63770 -5.79556 0.73842 -0.0017
O -1.31601 -6.39392 0.34318 0.0064
H -2.45608 4.94826 -4.13709 0.0000
H -3.11501 3.84112 -4.36831 0.0000
O -2.26538 4.20744 -4.67247 0.0000
H 3.09134 0.53244 2.13536 -0.0002
H 3.75674 1.43813 1.11137 0.0000
O 2.95244 0.97440 1.35280 0.0040
H -0.00348 -3.43829 1.52520 0.0040
H 0.97785 -3.78726 0.25771 -0.0114
O 0.41141 -4.11633 1.03492 0.3728
H -0.29903 0.73041 4.99934 0.0000
H -1.54689 1.45083 4.76724 0.0000
O -0.67936 1.47233 4.59418 0.0000
H 5.42495 3.70152 -0.56662 0.0000
H 4.11613 4.01701 0.15916 0.0000
O 4.99804 3.57104 0.24195 0.0000
H -3.38044 1.05540 -5.70124 0.0000
O -3.32883 1.58754 -4.95861 0.0000
H 2.31552 -0.96179 -4.98273 0.0000
H 0.84867 -0.04065 -4.98141 0.0000
O 1.74682 -0.44440 -5.43705 0.0001
H -2.60801 -0.59328 5.80959 0.0000
O -2.64701 0.34897 5.75541 0.0000
H -3.65885 -0.72933 2.14273 0.0000
H -3.76116 -1.54218 3.44198 0.0000
O -3.39017 -0.88771 3.08945 0.0001
H -2.51129 1.46660 -1.57904 0.0000
H -3.50498 1.33040 -2.61407 0.0000
O -3.39501 1.18982 -1.77007 0.0002
H -0.42599 -3.81254 -1.15898 -0.0049
H 1.01614 -3.28654 -1.53099 0.0018
O 0.27381 -2.99438 -1.03768 0.2391
H -0.98949 2.11235 -5.48880 0.0000
H -1.03772 1.34228 -4.21098 0.0000
O -0.65862 1.29045 -5.07568 0.0000
H 2.21148 -1.65020 0.80558 -0.0012
H 1.99490 -2.57673 1.65971 -0.0039
O 2.79925 -2.26849 1.27807 0.2072
H 2.73992 -4.01148 -1.59122 -0.0004
H 1.84433 -4.39698 -2.75831 0.0000
O 2.37671 -4.82213 -2.02004 -0.0025
H -0.89187 4.88803 4.40779 0.0000
H -0.24488 3.75039 5.21629 0.0000
O -0.24754 4.68816 5.16260 0.0000
H -1.88233 4.27365 0.76805 0.0000
H -1.38800 4.52263 -0.71848 0.0000
O -1.95724 3.90861 -0.16898 0.0000
H -2.75210 2.05275 3.59616 0.0000
H -4.27308 2.33086 3.05314 0.0000
O -3.28429 2.67723 3.15993 0.0000
H -5.51965 -2.14969 0.41437 0.0000
H -4.01245 -2.39085 0.17408 0.0000
O -4.61710 -1.82629 0.71919 0.0000
H -4.59014 0.22199 3.63993 0.0000
O -5.42209 0.55614 3.88002 0.0000
H -1.62988 -5.11739 -2.49039 0.0000
H -2.58130 -3.99563 -2.65192 -0.0001
O -1.78336 -4.18187 -2.23563 0.0027
H -2.84356 1.04189 -4.32018 0.0000
H 2.14532 3.74632 0.05864 0.0000
H -3.51014 0.78398 5.86275 0.0000
H 2.45899 0.39789 3.98496 0.0000
H -1.14823 2.61633 0.29728 0.0000
H -6.23066 0.15517 3.34050 0.0000
O 0.53241 -1.83370 2.28941 0.0381
H 0.05732 -1.21357 1.62838 -0.0006
H 0.34025 -1.17491 3.07296 -0.0004
O -5.22246 -1.40766 -3.31536 0.0000
H -5.62825 -1.95380 -2.71047 0.0000
H -4.43875 -1.74042 -3.79392 0.0000
O 3.99495 -1.03381 -3.63933 0.0000
H 4.88897 -1.11902 -3.36657 0.0000
H 3.82214 -0.08226 -3.47423 0.0000
O 2.12696 1.41516 -1.55037 0.0000
H 1.44498 1.87411 -1.88459 0.0000
H 1.99835 1.19155 -0.65547 0.0000
O 4.58122 -3.01723 -1.98404 -0.0004
H 3.59458 -2.60195 -2.06910 0.0000
H 4.63595 -3.31412 -1.16260 -0.0003
O 3.48403 4.07481 -1.88035 0.0000
H 3.56250 3.28594 -2.40377 0.0000
H 2.58953 3.71860 -1.40951 0.0000
O -0.61188 0.23910 -1.65068 0.0028
H -0.30636 1.01903 -1.13756 0.0000
H -0.68910 -0.47454 -0.98914 -0.0001
```

Results
- charge = +1
- energy above the lowest of the compared OMol25 structures with the same formula, charge and spin (kcal/mol) = 329.2
- 2S+1 = 2
- lowest unoccupied orbital energy (spin up / spin down) (hartree) = -0.121 / -0.367
- E_HOMO (spin up / spin down) (Ha) = -0.4394 / -0.4394
- M (Da) = 720.6



2.
Entry from the OMol25 dataset: a molecular structure, H8HfO5 (ωB97M-V/def2-TZVPD).

Structure (XYZ):
```
14
Properties=species:S:1:pos:R:3:mulliken_charge:R:1
Hf -29.75544 -9.72674 -4.17479 1.9230
O -31.13832 -8.79100 -5.15447 -0.6405
H -31.78350 -8.58908 -5.85612 0.3396
O -30.77295 -11.03715 -3.26118 -0.6418
H -31.07212 -11.71410 -2.66853 0.3721
O -29.43838 -10.80634 -5.96889 -0.5786
H -29.06458 -11.71676 -5.92532 0.4045
H -29.16316 -10.47725 -6.83495 0.3780
O -29.64974 -8.10102 -2.74440 -0.5509
H -30.13029 -8.08351 -1.87910 0.3662
H -29.30516 -7.21943 -2.89487 0.3647
O -28.65646 -8.24661 -5.21672 -0.5177
H -28.92737 -7.93366 -6.13483 0.4054
H -27.68501 -8.19390 -5.28989 0.3760
```

Results
- charge = +2
- energy above the lowest of the compared OMol25 structures with the same formula, charge and spin (kcal/mol) = 0.0
- 2S+1 = 1
- lowest unoccupied orbital energy (hartree) = -0.333
- E_HOMO (Ha) = -0.7230
- M (Da) = 266.5



3.
Entry from the OMol25 dataset: 5 unconnected molecules or ions with the total composition H8IO4 (ωB97M-V/def2-TZVPD).

Structure (XYZ):
```
13
Properties=species:S:1:pos:R:3:nbo_charge:R:1
I -0.51831 -0.32908 -0.59000 -0.9595
O -1.60731 -1.04708 3.00500 -0.9393
H -2.22631 -1.71508 2.84300 0.4495
H -1.61431 -0.65608 2.15600 0.4839
O 1.82669 -3.02108 0.54800 -0.9673
H 1.34769 -2.25108 0.17700 0.5010
H 1.66569 -3.72408 -0.03300 0.4522
O 1.77769 1.15992 -2.88900 -0.9778
H 1.31169 0.45392 -2.43000 0.4965
H 1.81869 1.90292 -2.30400 0.4681
O -0.88231 3.31892 -0.18600 -0.9411
H -1.80131 3.46892 -0.44500 0.4485
H -1.09831 2.43892 0.14800 0.4854
```

Results
- charge = -1
- energy above the lowest of the compared OMol25 structures with the same formula, charge and spin (kcal/mol) = 15.3
- 2S+1 = 1
- lowest unoccupied orbital energy (hartree) = 0.123
- E_HOMO (Ha) = -0.1683
- M (Da) = 199.0